1.
{"formula": "C4H5NO", "method": "the ωB97M-V functional and the def2-TZVPD basis", "elements": ["C", "C", "C", "O", "C", "N", "H", "H", "H", "H", "H"], "coordinates": [[-1.16974, -0.67153, 0.65267], [-0.04292, 0.31792, 0.61109], [1.84013, -0.31611, -0.72291], [1.31129, 0.36540, -1.57594], [0.05205, 1.08542, -0.64520], [-0.55574, 2.08903, -0.78017], [-2.06722, -0.25273, 1.13318], [-1.44330, -1.00895, -0.34695], [-0.82495, -1.50657, 1.25200], [0.21268, 0.83732, 1.52662], [2.68772, -0.93919, -1.10438]], "forces_ev_per_a": [[0.3, 0.1, 0.2], [0.7, -0.3, -2.2], [-0.6, -0.8, 0.6], [0.8, -0.2, -0.7], [-1.9, 2.0, 2.2], [0.4, -0.5, -0.6], [0.3, 0.0, -0.1], [0.1, 0.0, 0.1], [-0.2, -0.3, 0.1], [0.2, -0.1, -0.1], [-0.2, 0.3, 0.4]], "homo_energy_ev": [-9.17, -9.17], "relative_energy_kcal_mol": 136.6, "multiplicity": 1, "orbital_gap_ev": [8.6287, 8.6247]}

=====

2.
{"formula": "CH4", "method": "the ωB97M-V functional and the def2-TZVPD basis", "elements": ["C", "H", "H", "H", "H"], "coordinates": [[0.04557, -0.07221, -0.08356], [-0.34691, -0.94025, 0.42848], [1.08733, 0.17351, 0.14089], [-0.36295, 0.83009, 0.53904], [-0.42303, 0.00886, -1.02485]], "forces_ev_per_a": [[-0.9, 2.6, 3.4], [0.4, -0.3, 0.1], [0.2, -0.9, -1.1], [0.0, -1.5, -1.0], [0.4, 0.1, -1.4]], "homo_energy_ev": -12.19, "relative_energy_kcal_mol": 9.4, "multiplicity": 1, "orbital_gap_ev": 13.4895}